{"formula": "C52H49As2N7P2STi", "method": "ωB97M-V with the def2-TZVPD basis set", "de_lowest_kj_mol": 116.63, "homo_ev": -12.66, "total_energy_ev": -239340.0306, "homo_lumo_gap_ev": 5.35, "total_charge": 2, "elements": ["Ti", "C", "As", "C", "C", "C", "C", "C", "C", "C", "As", "C", "C", "H", "H", "H", "H", "H", "H", "H", "H", "H", "H", "H", "H", "H", "H", "H", "H", "S", "C", "N", "N", "C", "C", "C", "C", "C", "C", "N", "N", "C", "C", "C", "C", "C", "C", "H", "H", "H", "H", "H", "H", "H", "H", "H", "H", "H", "N", "C", "C", "C", "N", "C", "N", "C", "P", "C", "C", "C", "C", "C", "C", "C", "C", "C", "C", "C", "C", "P", "C", "C", "C", "C", "C", "C", "C", "C", "C", "C", "C", "C", "H", "H", "H", "H", "H", "H", "H", "H", "H", "H", "H", "H", "H", "H", "H", "H", "H", "H", "H", "H", "H", "H"], "xyz": [[0.3719, 0.1540, 0.9741], [4.0113, 0.1512, 2.5279], [2.2716, -0.6088, 2.9661], [2.8943, -2.2095, 3.8630], [1.8051, 0.5153, 4.4896], [1.9849, 0.1022, 5.8060], [1.7468, 0.9821, 6.8521], [1.3462, 2.2843, 6.5954], [1.1429, 2.6963, 5.2879], [1.3539, 1.8064, 4.2392], [0.8975, 2.2914, 2.4358], [-0.7519, 3.2774, 2.6923], [2.1332, 3.6924, 1.9300], [4.6432, 0.0988, 3.4132], [3.9047, 1.1883, 2.2177], [4.4665, -0.4157, 1.7159], [3.5004, -1.8728, 4.7015], [3.5218, -2.7546, 3.1692], [2.0761, -2.8396, 4.2065], [2.2931, -0.9079, 6.0374], [1.8696, 0.6446, 7.8721], [1.1674, 2.9698, 7.4123], [0.7983, 3.7059, 5.1000], [-0.5537, 4.1352, 3.3326], [-1.4858, 2.6294, 3.1682], [-1.1380, 3.6191, 1.7349], [2.2853, 4.3302, 2.7994], [1.7020, 4.2799, 1.1208], [3.0847, 3.2744, 1.6099], [2.3070, 0.4280, -0.3711], [1.5389, 1.5412, -1.4697], [2.1903, 1.7580, -2.6474], [1.8915, 2.6538, -3.4698], [1.1135, 3.8461, -3.4277], [0.8726, 4.4206, -4.6729], [0.2118, 5.6327, -4.7487], [-0.1756, 6.2791, -3.5825], [0.1046, 5.7129, -2.3437], [0.7407, 4.4880, -2.2542], [0.3233, 1.9907, -1.3252], [-0.3939, 1.4429, -0.3725], [-1.7154, 2.0090, -0.2994], [-2.7454, 1.2564, 0.2472], [-4.0184, 1.7992, 0.3488], [-4.2680, 3.0856, -0.1036], [-3.2358, 3.8288, -0.6646], [-1.9602, 3.2995, -0.7626], [2.4036, 2.5428, -4.3421], [1.2000, 3.9196, -5.5769], [0.0139, 6.0778, -5.7136], [-0.6847, 7.2315, -3.6372], [-0.1762, 6.2323, -1.4373], [0.9625, 4.0587, -1.2888], [-2.5787, 0.2367, 0.5591], [-4.8190, 1.2041, 0.7670], [-5.2618, 3.5051, -0.0282], [-3.4240, 4.8311, -1.0262], [-1.1615, 3.8800, -1.2035], [-0.8982, -0.2822, 2.4053], [-1.0645, -0.7954, 3.4575], [-1.1360, -1.4659, 4.6224], [-1.3789, -0.7651, 5.8382], [-1.5484, -0.1566, 6.7988], [-0.7615, -2.8402, 4.5467], [-0.3851, -3.9161, 4.3832], [0.2097, -2.0254, -1.7793], [0.5171, -2.2236, 0.0050], [-0.7544, -3.3964, 0.5615], [-0.5551, -4.7764, 0.4939], [-1.5740, -5.6487, 0.8414], [-2.8068, -5.1581, 1.2467], [-3.0262, -3.7894, 1.2876], [-2.0052, -2.9145, 0.9514], [2.0877, -3.1248, 0.1105], [3.0622, -2.9747, -0.8778], [4.2428, -3.6988, -0.8120], [4.4556, -4.5916, 0.2287], [3.4890, -4.7496, 1.2117], [2.3156, -4.0123, 1.1603], [-1.3980, -1.1191, -2.0462], [-0.8924, 0.0886, -3.3244], [-1.5077, 1.3375, -3.3196], [-1.2103, 2.2773, -4.2998], [-0.2934, 1.9713, -5.2944], [0.3306, 0.7275, -5.3072], [0.0301, -0.2082, -4.3294], [-2.3700, -2.3190, -3.0269], [-2.4466, -3.6587, -2.6489], [-3.2494, -4.5429, -3.3532], [-3.9970, -4.0980, -4.4337], [-3.9388, -2.7634, -4.8058], [-3.1312, -1.8774, -4.1080], [0.2343, -3.0045, -2.2640], [1.0127, -1.4070, -2.1811], [0.3896, -5.1809, 0.1544], [-1.4027, -6.7157, 0.7930], [-3.5968, -5.8425, 1.5252], [-3.9932, -3.4023, 1.5802], [-2.2016, -1.8530, 0.9659], [2.9109, -2.2994, -1.7089], [4.9893, -3.5766, -1.5852], [5.3678, -5.1719, 0.2672], [3.6432, -5.4545, 2.0188], [1.5629, -4.1568, 1.9270], [-2.2382, 1.5725, -2.5530], [-1.7094, 3.2381, -4.2950], [-0.0842, 2.6887, -6.0785], [1.0263, 0.4763, -6.0979], [0.4939, -1.1866, -4.3743], [-1.8843, -4.0277, -1.8012], [-3.2922, -5.5819, -3.0533], [-4.6226, -4.7883, -4.9833], [-4.5202, -2.4077, -5.6461], [-3.0961, -0.8402, -4.4174]]}